9
Properties=species:S:1:pos:R:3:forces:R:3:lowdin_charge:R:1 method="wB97M-V/def2-TZVPD" molar_mass_g_mol=96.1 orbital_gap_ev=7.7 de_lowest_kj_mol=132.2 smiles="CP=S.O" energy_ev=-23288.86720
C 1.65320 2.02841 0.87358 -1.78 0.03 -0.54 -0.461
P 1.14066 0.31349 0.32124 1.04 0.76 -0.05 0.416
S 2.77024 -0.29099 -0.54283 -0.62 -0.20 0.16 0.093
H 2.70976 2.19966 0.72243 0.19 0.08 0.72 -0.003
H 1.08980 2.36334 1.76676 1.06 -0.45 0.23 0.027
H 1.13843 2.70172 0.17397 0.08 -0.16 -0.53 0.017
O 0.34814 -2.69292 0.70156 3.05 3.08 0.97 -0.065
H -0.31930 -3.27671 0.62200 -3.58 -3.10 -0.38 -0.031
H 0.92503 -2.84280 -0.03522 0.56 -0.04 -0.58 0.007

=====

59
Properties=species:S:1:pos:R:3:forces:R:3:lowdin_charge:R:1 method="wB97M-V/def2-TZVPD" molar_mass_g_mol=641.6 orbital_gap_ev=6.1 de_lowest_kj_mol=167.1 energy_ev=-100888.35940
Sc -1.34658 -1.33152 0.73757 0.76 0.53 0.38 0.605
S 0.71076 0.18684 0.81275 0.02 -0.15 0.01 0.623
C 0.23504 1.65799 1.62642 -0.06 -0.01 -0.03 -0.665
C 1.22005 2.54252 2.05454 -0.04 0.12 0.06 -0.071
C 0.89568 3.73607 2.68971 -0.10 -0.24 -0.12 -0.199
C 1.94356 4.60623 3.12082 0.08 0.22 0.10 -0.186
N 2.78685 5.30626 3.46833 0.03 -0.05 -0.02 0.162
C -0.45394 4.05510 2.89716 0.03 -0.21 -0.09 -0.195
C -1.43922 3.17606 2.46689 0.07 0.09 0.04 -0.064
C -1.12271 1.97516 1.83299 0.08 0.05 -0.03 -0.681
S -2.42321 0.92698 1.33524 0.00 -0.34 -0.01 0.642
C -0.83241 5.26947 3.55026 -0.02 0.21 0.07 -0.182
N -1.14816 6.24667 4.06659 -0.01 -0.02 0.01 0.165
H 2.26133 2.29764 1.89242 0.00 -0.01 0.00 0.111
H -2.47728 3.43039 2.63209 -0.01 -0.02 -0.01 0.114
S 0.73820 -3.32291 0.16738 -0.09 -0.10 0.15 0.977
C 1.29732 -2.55895 -1.30515 0.15 0.06 -0.30 -0.612
N 2.46428 -2.92969 -1.72588 -0.15 0.11 0.08 0.052
N 3.08559 -2.29192 -2.69993 -0.06 -0.17 -0.12 0.026
C 2.94383 -0.92566 -3.09527 0.09 0.13 0.09 -0.258
C 2.97181 -0.60189 -4.44039 -0.03 0.03 0.03 -0.026
C 2.91788 0.73520 -4.82135 0.00 -0.07 -0.04 -0.081
C 2.82368 1.73204 -3.86473 0.01 0.05 0.02 -0.093
C 2.79184 1.39396 -2.51559 0.05 -0.02 0.01 -0.079
C 2.86552 0.06903 -2.12542 0.04 0.07 -0.07 -0.058
N 0.53341 -1.62629 -2.02681 -0.22 -0.19 0.18 0.092
N -0.52396 -1.27449 -1.48417 0.01 0.09 -0.06 -0.047
C -1.27994 -0.30626 -2.19956 0.05 0.01 -0.13 -0.255
C -0.66113 0.63410 -3.01823 -0.18 -0.02 0.02 0.010
C -1.44538 1.60502 -3.61313 0.07 0.01 -0.02 -0.054
C -2.81832 1.63366 -3.39622 -0.07 0.01 0.00 -0.065
C -3.42370 0.68777 -2.58309 0.06 -0.03 0.02 -0.060
C -2.64876 -0.28624 -1.97208 -0.09 0.01 -0.12 -0.056
H 3.94430 -2.74680 -2.96302 0.03 0.02 0.10 0.147
H 3.01820 -1.38837 -5.18245 0.00 -0.01 0.00 0.114
H 2.93835 0.98845 -5.87320 0.00 0.01 0.00 0.105
H 2.77363 2.77071 -4.16339 0.00 0.00 -0.01 0.105
H 2.70909 2.16134 -1.75686 0.00 0.02 -0.01 0.113
H 2.82913 -0.17802 -1.07319 0.02 -0.05 0.01 0.075
H 0.41128 0.60978 -3.15049 -0.05 -0.01 0.00 0.086
H -0.98268 2.35564 -4.24055 0.01 0.00 0.00 0.108
H -3.41786 2.40543 -3.86064 -0.01 0.00 0.00 0.107
H -4.49107 0.70970 -2.41393 -0.01 0.01 -0.01 0.113
H -3.12694 -1.05390 -1.36826 0.07 -0.01 0.02 0.110
N 0.73707 -1.79611 3.36868 -0.04 0.02 -0.05 0.027
N 0.06875 -2.74795 4.10868 -0.06 -0.09 -0.05 -0.007
C -1.23883 -2.97127 3.86760 0.26 0.25 0.09 -0.355
N -1.83957 -3.91939 4.57792 -0.03 -0.09 0.05 0.216
N -1.79073 -2.18588 2.93601 -0.33 -0.32 -0.12 0.100
N -3.10326 -2.38116 2.62119 0.25 0.08 0.15 -0.392
O -3.89744 -2.99208 3.30313 -0.04 0.02 0.00 0.097
O -3.40246 -1.81503 1.57047 -0.40 -0.15 -0.18 -0.079
H 1.50678 -2.16753 2.83368 0.01 0.00 0.03 0.068
H 0.96741 -0.96381 3.89127 0.02 -0.01 0.00 0.105
H 0.53782 -3.28595 4.82265 -0.03 0.02 0.01 0.155
H -1.30573 -4.48896 5.21017 -0.01 0.00 0.00 0.126
H -2.83072 -4.06678 4.47074 0.01 0.05 -0.04 0.101
O -1.77131 -3.25704 0.25732 -0.29 -0.04 -0.10 -0.417
O -0.68513 -4.04337 -0.25767 0.18 0.11 0.01 -0.520

=====

9
Properties=species:S:1:pos:R:3:forces:R:3:lowdin_charge:R:1 method="wB97M-V/def2-TZVPD" molar_mass_g_mol=119.2 orbital_gap_ev=8.9 de_lowest_kj_mol=46.2 energy_ev=-26765.27018 charge=+1
C 0.84101 0.52023 -0.05626 0.69 1.24 0.75 -0.657
C 2.88756 -0.13217 -0.04018 -2.65 1.29 0.77 -1.031
N 1.49545 -0.61564 0.04586 2.10 0.96 -0.47 0.050
N -0.42271 0.75902 -0.00653 -2.34 0.28 -0.50 0.216
S 4.34092 -0.62790 -0.00624 0.90 -0.95 -0.13 0.917
S 2.18889 1.58865 0.02767 0.50 0.52 -0.73 1.060
H 1.10241 -1.49208 0.05654 -0.66 -2.75 -0.04 0.136
H -1.13283 0.05983 0.11901 0.27 -0.92 0.10 0.146
H -0.92928 1.59383 -0.30580 1.19 0.34 0.25 0.162

=====

20
Properties=species:S:1:pos:R:3:forces:R:3:lowdin_charge:R:1 method="wB97M-V/def2-TZVPD" molar_mass_g_mol=150.3 orbital_gap_ev="9.0 / 6.3" de_lowest_kj_mol=348.0 spin_multiplicity=2 energy_ev=-28534.64506
C 0.37993 3.53072 -2.21386 0.44 0.34 -0.31 -0.558
S 1.65692 2.72926 -3.21549 -0.46 0.18 0.15 0.555
S 0.21855 1.12936 0.56488 0.92 0.40 1.24 0.710
C 0.89749 0.44983 -1.02503 -0.42 0.28 1.15 -0.421
H -0.56959 3.00605 -2.14361 0.13 -0.25 -0.04 0.023
H 0.76650 3.80549 -1.23395 -0.10 -0.12 0.02 0.016
H 0.18163 4.46572 -2.75001 -0.01 0.02 0.03 0.025
H 1.73404 1.10356 -1.26254 0.13 -0.12 0.06 -0.030
H 1.24160 -0.56271 -0.83690 -0.03 -0.05 -0.33 0.041
H 0.13956 0.54987 -1.79443 0.04 -0.34 -0.15 0.024
C -0.83499 -2.71230 1.55098 1.07 -0.59 1.13 -0.244
C -0.04338 -3.70715 1.97202 -0.67 -0.04 -0.91 -0.014
C -1.15478 -0.38941 1.11718 0.20 2.37 0.51 -0.304
N -0.70702 -1.40460 2.02845 0.06 0.47 -1.97 -0.087
H -1.70006 -2.89693 0.93113 0.02 0.09 -0.11 0.106
H 0.83594 -3.57770 2.58628 -0.06 0.12 0.10 0.046
H -0.28440 -4.69477 1.60673 0.18 -0.14 0.17 0.038
H -0.96797 0.18847 0.12983 -1.62 -3.13 -1.19 -0.095
H -1.97391 0.19434 1.52291 0.30 0.50 0.30 0.053
H 0.18394 -1.20706 2.46542 -0.13 0.01 0.15 0.117

=====

14
Properties=species:S:1:pos:R:3:forces:R:3:lowdin_charge:R:1 method="wB97M-V/def2-TZVPD" molar_mass_g_mol=105.1 orbital_gap_ev=9.0 de_lowest_kj_mol=920.9 energy_ev=-10848.82325
C 2.00956 -0.39036 -0.26338 -0.25 -0.05 -0.01 -0.176
N -0.39766 1.08489 -0.19075 -2.09 0.76 -0.65 0.055
C -0.62847 -0.18847 0.15463 3.26 -0.81 1.22 -0.254
C -0.95323 -1.45033 0.28798 -0.41 0.30 -0.16 0.118
O 1.07533 0.03036 0.70432 -0.97 -0.48 -0.07 -0.227
O -0.66142 1.97536 0.80415 0.05 -0.61 -0.47 0.057
O -2.11625 0.58040 -0.86804 0.42 0.81 0.16 -0.145
H -0.29413 2.80235 0.45532 -0.07 -0.08 0.01 0.138
H -2.69125 0.98918 -0.20291 0.06 0.02 -0.08 0.035
H 1.86936 0.12912 -1.21986 -0.02 -0.02 0.00 0.079
H 1.93791 -1.47066 -0.45004 0.06 0.05 0.01 0.072
H 3.01837 -0.16036 0.09587 -0.11 -0.04 0.04 0.079
H -1.91717 -1.79774 -0.05195 0.02 0.03 0.04 0.082
H -0.25093 -2.13375 0.74465 0.04 0.13 -0.03 0.087

=====

38
Properties=species:S:1:pos:R:3:forces:R:3:lowdin_charge:R:1 method="wB97M-V/def2-TZVPD" molar_mass_g_mol=199.4 orbital_gap_ev="7.7 / 6.7" de_lowest_kj_mol=566.1 energy_ev=-21174.47630
C 1.18011 3.28276 2.92084 1.49 1.08 -0.84 -0.214
C 0.21593 2.44707 2.69314 -0.59 -2.59 -1.28 -0.092
C -3.70177 -0.42678 -2.92112 0.83 3.53 0.04 -0.112
C 0.52518 -2.41460 0.33516 0.31 -2.56 0.70 -0.122
C 1.57057 -1.47030 2.37950 0.94 0.05 2.68 -0.134
C -0.83909 -1.13175 2.04498 1.15 -0.31 0.20 -0.096
C 2.86368 1.25087 -1.40976 -0.57 3.05 -3.32 -0.248
C -2.20756 -0.19383 -2.92950 2.46 -0.89 1.04 -0.292
C -1.75506 0.11636 -1.48607 1.02 -1.24 -0.19 -0.279
C -0.28859 0.43573 -1.31365 -0.31 -1.11 1.75 -0.260
C 0.50315 -1.27444 1.33287 -0.12 0.05 -0.69 -0.711
N 2.39726 0.76864 -0.20553 -0.32 -0.40 4.56 -0.214
Si 0.78598 0.24109 0.24501 -0.22 2.80 1.19 0.844
H 1.17914 4.23203 3.47725 -0.31 -0.48 0.36 0.033
H 2.13445 3.17747 2.33553 -0.79 0.10 0.49 0.025
H -0.76708 2.13181 3.05518 0.42 0.91 0.07 -0.011
H -3.93038 -0.97155 -1.98677 -0.37 -0.60 -1.27 0.086
H -4.11343 0.62455 -2.73336 -0.09 -1.41 -0.44 0.096
H -3.84746 -0.68721 -3.96544 -1.45 -0.88 0.43 0.072
H 0.66198 -3.38798 0.91133 0.66 0.98 -0.62 0.111
H -0.33803 -2.74780 -0.21052 -1.25 0.95 -0.19 0.069
H 1.25467 -2.29171 -0.45438 0.78 -0.29 0.07 0.068
H 2.57445 -1.75890 1.97720 -0.83 0.29 0.39 0.090
H 1.24803 -2.22853 3.17779 0.32 0.22 -1.51 0.103
H 1.67268 -0.60157 3.13530 0.06 -0.62 -1.76 0.098
H -1.53768 -0.68425 1.33103 -0.49 -0.13 0.85 0.066
H -1.11854 -2.10218 2.49890 -0.31 0.27 -0.68 0.098
H -0.52955 -0.53673 2.90227 -1.04 0.74 -0.03 0.058
H 3.88154 0.91672 -1.70956 -0.76 -0.14 0.03 0.077
H 2.04581 1.02689 -2.17886 1.74 0.12 0.45 0.075
H 2.91214 2.43810 -1.42361 -0.01 -2.09 0.00 0.112
H -1.66719 0.53747 -3.56017 -1.34 0.42 -0.12 0.116
H -1.71236 -1.10298 -3.34263 -0.15 0.04 0.77 0.111
H -2.32364 0.90272 -1.12517 -1.36 1.71 0.71 0.088
H -1.93622 -0.70959 -0.81571 -0.55 -0.61 0.02 0.084
H -0.01724 1.31844 -1.78780 0.62 1.68 -0.94 0.051
H 0.13823 -0.38031 -1.80560 1.39 -1.34 -1.59 0.049
H 2.88589 1.25429 0.61190 -0.95 -1.29 -1.34 0.108

=====

36
Properties=species:S:1:pos:R:3:forces:R:3:lowdin_charge:R:1 method="wB97M-V/def2-TZVPD" molar_mass_g_mol=402.1 orbital_gap_ev=4.6 de_lowest_kj_mol=500.5 energy_ev=-58776.76846 charge=-1
Mg 0.04876 0.85851 0.96936 0.63 -0.34 0.13 0.708
Cl -5.56940 -2.74704 1.34348 0.12 0.03 0.00 0.560
C -3.93271 -2.04689 1.49408 0.11 -0.02 -0.13 -0.667
C -3.54211 -1.79254 2.77425 0.01 -0.01 0.08 -0.181
C -2.24191 -1.32004 3.20599 -0.01 -0.10 0.08 -0.049
C -1.36180 -0.57865 2.53117 -0.14 0.31 -0.36 -0.387
O -0.18829 -0.08689 2.66786 -0.21 -0.17 0.01 -0.084
C -2.10340 -1.18051 0.06798 0.27 0.44 0.37 -0.218
C -1.07469 -1.16492 -0.83080 -0.14 -0.08 0.11 -0.090
N -0.03798 -0.25030 -0.69405 -0.14 0.18 0.20 -0.026
C 1.01878 -0.14340 -1.47401 0.03 -0.08 -0.06 -0.250
C 1.24050 -0.80318 -2.70575 0.24 0.11 -0.02 -0.043
C 2.41517 -0.59438 -3.42194 -0.11 -0.03 0.02 -0.123
C 3.43029 0.24019 -2.99373 0.02 0.05 0.09 -0.102
C 3.28265 0.90950 -1.75712 -0.27 -0.17 -0.05 -0.176
C 4.25744 1.75731 -1.20505 0.21 0.13 0.04 -0.024
C 4.07106 2.35477 0.01671 0.13 0.02 -0.07 -0.073
C 2.89023 2.10931 0.70792 -0.09 0.05 0.11 -0.136
N 1.93928 1.32925 0.22257 0.01 -0.10 -0.40 0.048
C 2.09620 0.72983 -0.99003 0.05 -0.04 -0.03 -0.117
C -3.28166 -1.89672 0.25401 -0.23 -0.21 -0.24 -0.141
H -4.26029 -2.01014 3.55328 0.05 0.05 0.03 0.070
H -1.91003 -1.56995 4.20858 -0.04 -0.04 0.00 0.112
H -1.06076 -1.94075 -1.58681 0.09 -0.01 0.02 0.106
H 0.47191 -1.45222 -3.09916 0.01 -0.02 -0.02 0.084
H 2.53586 -1.11003 -4.36909 -0.01 -0.01 0.00 0.095
H 4.33180 0.37994 -3.57603 0.00 0.01 0.01 0.087
H 5.17349 1.92902 -1.76015 -0.01 -0.01 -0.01 0.111
H 4.82134 3.00248 0.44974 0.00 -0.01 -0.02 0.097
H 2.70551 2.55146 1.67936 0.02 0.02 0.01 0.111
H -3.67367 -2.41584 -0.60921 -0.07 0.02 0.03 0.085
O -3.25383 1.49593 -0.30444 -0.15 0.11 -0.05 -0.204
S -2.63069 1.58949 0.96301 0.61 -0.48 0.09 0.598
O -3.36994 1.74499 2.16119 -0.14 0.09 0.02 -0.210
O -1.92523 -0.14769 1.14177 -0.09 0.32 -0.03 -0.253
O -1.31187 2.27009 0.96502 -0.73 -0.02 0.02 -0.317